ORCA calculation (ωB97M-V/def2-TZVPD) on a molecular structure, C17H20BClN6Ni.

ORCA input file:
```
! wB97M-V def2-TZVPD RIJCOSX def2/J DEFGRID3
* xyz 0 3
H 0.5345 3.1027 0.3858
N 0.1721 1.5983 -1.0822
B -0.1647 0.3033 -3.2482
N 0.2029 1.5872 -2.4798
C 0.5424 2.8020 -2.9197
Ni -0.2097 0.0374 -0.0759
H 0.5951 2.9211 -3.9871
C 0.7512 3.6231 -1.8181
H 1.0497 4.6582 -1.8569
C 0.5092 2.8533 -0.6764
H -0.1080 0.4445 -4.4228
C -1.0039 -1.3875 1.0612
H -0.9961 -1.4060 2.1670
H -0.2100 -2.1668 0.8615
H -1.9214 -1.7807 0.6280
N -1.5804 -0.0756 -2.7824
N 0.7937 -0.7790 -2.7333
N -1.8139 -0.2101 -1.4075
N 0.8681 -1.0271 -1.3474
C -2.7255 -0.2696 -3.4548
C 1.6639 -1.5677 -3.3824
H -2.6869 -0.1712 -4.5254
H 1.7091 -1.4532 -4.4565
C -3.7212 -0.5766 -2.5369
C 2.3097 -2.3705 -2.4431
C -3.1213 -0.5483 -1.2637
C 1.7832 -2.0199 -1.1821
H -4.7563 -0.8042 -2.7562
H 3.0690 -3.1184 -2.6574
H -3.5388 -0.7477 -0.2734
H 2.0098 -2.4219 -0.1911
H -1.1505 -0.1812 1.1654
Cl 0.2650 2.7820 2.9916
C 0.5532 1.2396 3.7503
C 0.2750 1.1047 5.1134
C 0.4052 -0.1699 5.7015
C 0.8177 -1.2557 4.9518
C 1.1064 -1.0930 3.6116
C 0.9056 0.1222 2.9212
C 1.0927 0.2613 1.4316
H -0.0958 1.9791 5.6823
H 0.1571 -0.2659 6.7470
H 0.8769 -2.2443 5.4138
H 1.4181 -1.9452 3.0186
H 1.5755 1.2234 1.2024
H 1.7926 -0.5860 1.1548
*
```

Computed properties:
- HOMO level (spin up / spin down): -6.53 / -7.77 eV
- E_tot: -81135.0340 eV
- Lowest unoccupied orbital energy (spin up / spin down): 0.6 / -0.3 eV
- Kohn-Sham gap (spin up / spin down): 7.17 / 7.51 eV
- Maximum force: 3.5 eV Å⁻¹
- ⟨S²⟩: 2.01



ORCA calculation (ωB97M-V/def2-TZVPD) on 2 unconnected molecules or ions with the total composition C4H14N3.

ORCA input file:
```
! wB97M-V def2-TZVPD RIJCOSX def2/J DEFGRID3
* xyz 1 1
C -0.1103 -3.1035 -0.2107
C -0.8834 -1.9695 1.7650
N 0.0932 -2.4717 1.1220
H -1.0323 -3.6860 -0.0538
H 0.7646 -3.7147 -0.4037
H -0.1564 -2.3932 -1.0576
H -1.9118 -1.9955 1.4132
H -0.7338 -1.4263 2.7069
H 1.0523 -2.2452 1.4315
C 0.3724 3.2781 -0.4300
N 1.2053 2.0681 -0.7437
C 0.3521 0.9192 -1.0438
N -0.4786 0.5546 0.0981
H 0.9187 4.2512 -0.5612
H -0.6308 3.2979 -0.8978
H 0.0268 3.2368 0.6479
H 1.8085 2.1657 -1.5700
H 0.9925 0.0704 -1.3909
H -0.3510 1.0704 -1.8969
H -0.0249 0.8819 0.9669
H -1.2730 1.2113 0.1086
*
```

Computed properties:
- Relative energy (zero: lowest compared OMol25 entry of this formula, charge and spin): 2.734 eV
- HOMO level: -12.14 eV
- E_tot: -8837.2884 eV
- Lowest unoccupied orbital energy: -4.9 eV
- Kohn-Sham gap: 7.27 eV
- Maximum force: 1.5 eV Å⁻¹



ORCA calculation (ωB97M-V/def2-TZVPD) on a molecular structure, C16H14FN2OS2Ti.

ORCA input file:
```
! wB97M-V def2-TZVPD RIJCOSX def2/J DEFGRID3
* xyz 0 2
Ti 2.7053 -0.3167 2.7148
C 3.7588 1.6355 0.5202
C 2.5080 0.8369 0.7805
N 2.5961 -0.4855 0.6727
N 1.4440 -1.1722 0.3275
C 1.0965 -2.1513 1.0902
S 1.7710 -2.5178 2.6544
S -0.2200 -3.1954 0.5871
C -0.2826 -2.9152 -1.2148
C -1.4391 -2.0553 -1.6437
C -1.3503 -0.6670 -1.5825
C -2.4215 0.1211 -1.9708
C -3.5952 -0.4657 -2.4243
C -3.6927 -1.8475 -2.4836
C -2.6191 -2.6365 -2.0950
C 1.1878 1.5098 0.9322
C 0.5474 2.2021 -0.0868
C -0.7012 2.7610 0.1360
C -1.3029 2.6284 1.3809
C -0.6671 1.9581 2.4144
C 0.5886 1.4069 2.1953
O 1.2634 0.7738 3.1905
H 3.9875 1.5779 -0.5465
H 4.6201 1.2369 1.0589
H 3.6146 2.6768 0.7972
H -0.3492 -3.9048 -1.6654
H 0.6695 -2.4684 -1.4918
H -0.4419 -0.2137 -1.2063
H -2.3406 1.1995 -1.9161
H -4.4295 0.1523 -2.7303
H -4.6045 -2.3139 -2.8340
H -2.6989 -3.7166 -2.1448
H 1.0198 2.2854 -1.0587
H -1.2069 3.2947 -0.6574
H -2.2812 3.0590 1.5513
H -1.1241 1.8597 3.3895
F 4.3901 -0.1323 3.3593
*
```

Computed properties:
- Relative energy (zero: lowest compared OMol25 entry of this formula, charge and spin): 0.000 eV
- HOMO level (spin up / spin down): -8.47 / -8.77 eV
- E_tot: -69352.3588 eV
- Lowest unoccupied orbital energy (spin up / spin down): -0.4 / -1.4 eV
- Kohn-Sham gap (spin up / spin down): 8.08 / 7.34 eV
- Maximum force: 1.5 eV Å⁻¹
- ⟨S²⟩: 0.76



ORCA calculation (ωB97M-V/def2-TZVPD) on a molecular structure, C40H39Br2N4OS3Ti.

ORCA input file:
```
! wB97M-V def2-TZVPD RIJCOSX def2/J DEFGRID3
* xyz 1 1
Ti -0.7423 -0.0574 -0.8061
C 3.9807 -5.7947 1.0882
C 3.7161 -4.5830 1.9925
C 4.9294 -3.6423 1.9586
C 3.5345 -5.0779 3.4273
C 2.4872 -3.8322 1.4815
C 2.4986 -3.3037 0.1944
C 1.3991 -2.6096 -0.2529
Br 1.4219 -1.8424 -1.9969
C 0.2600 -2.4073 0.5265
O -0.7644 -1.6882 -0.0102
C 0.2252 -2.9216 1.8265
C 1.3495 -3.6302 2.2545
C -0.9617 -2.6699 2.7619
C -1.0699 -1.1637 3.0509
C -0.7864 -3.3821 4.1052
C -2.2645 -3.1826 2.1307
H 4.8617 -6.3373 1.4354
H 4.1585 -5.4950 0.0545
H 3.1309 -6.4791 1.1000
H 5.8146 -4.1602 2.3320
H 4.7554 -2.7650 2.5861
H 5.1494 -3.2985 0.9468
H 4.4388 -5.5977 3.7458
H 2.7043 -5.7817 3.5114
H 3.3637 -4.2530 4.1220
H 3.3569 -3.4216 -0.4529
H 1.3374 -4.0324 3.2539
H -0.1349 -0.7867 3.4744
H -1.8684 -0.9861 3.7748
H -1.3071 -0.5968 2.1518
H 0.0881 -3.0206 4.6494
H -0.7023 -4.4637 3.9859
H -1.6634 -3.1880 4.7236
H -2.4857 -2.6768 1.1936
H -3.0970 -3.0088 2.8153
H -2.2039 -4.2553 1.9389
N 0.4872 0.9812 -0.0932
C 0.6694 1.5947 1.0226
C 1.8437 1.2835 1.8516
C 1.8048 1.4149 3.2414
C 2.8829 0.9995 4.0054
C 4.0031 0.4595 3.3892
C 4.0458 0.3206 2.0060
C 2.9673 0.7195 1.2400
C -0.3169 2.6092 1.4185
C -1.7980 2.5138 1.1044
C -2.3162 3.8480 0.5350
C -1.8998 4.9763 1.4486
C -0.7682 4.9004 2.1511
C 0.1140 3.7505 1.9865
H 0.9199 1.8055 3.7257
H 2.8454 1.0896 5.0826
H 4.8452 0.1396 3.9889
H 4.9196 -0.1030 1.5295
H 2.9800 0.6044 0.1637
H -2.2890 2.3994 2.0768
H -3.4043 3.7931 0.4833
H -2.5171 5.8653 1.4739
H -0.4449 5.7221 2.7756
H 1.1559 3.8575 2.2616
S 0.3318 4.4955 -4.3042
C -0.7268 4.3538 -3.0481
S -0.2246 4.3725 -1.3762
C -1.8624 4.0769 -0.8795
N -2.6958 4.0019 -1.8491
N -2.0733 4.1612 -3.0556
C -2.8989 3.9867 -4.2148
C -3.8392 2.9646 -4.1943
C -4.6649 2.7852 -5.2914
C -4.5463 3.6164 -6.3980
C -3.6061 4.6352 -6.4006
C -2.7776 4.8320 -5.3048
S -2.4562 1.1116 0.1189
H -3.9295 2.3399 -3.3146
H -5.4087 1.9989 -5.2803
H -5.1922 3.4747 -7.2541
H -3.5216 5.2921 -7.2557
H -2.0517 5.6308 -5.2956
Br -2.3354 0.5435 -7.3433
C -1.8648 0.3527 -5.5452
C -2.4749 -0.6215 -4.7640
C -2.0953 -0.7257 -3.4430
N -1.1755 0.0855 -2.8930
C -0.5927 1.0209 -3.6584
C -0.9101 1.1884 -4.9878
H -3.2233 -1.2847 -5.1715
H -2.5373 -1.4738 -2.7947
H 0.1477 1.6583 -3.1884
H -0.4344 1.9741 -5.5571
*
```

Computed properties:
- Relative energy (zero: lowest compared OMol25 entry of this formula, charge and spin): 0.454 eV
- HOMO level: -10.57 eV
- E_tot: -245824.3322 eV
- Lowest unoccupied orbital energy: -4.0 eV
- Kohn-Sham gap: 6.54 eV
- Maximum force: 0.3 eV Å⁻¹



ORCA calculation (ωB97M-V/def2-TZVPD) on a molecular structure, C20H45F6N3O7Sr.

ORCA input file:
```
! wB97M-V def2-TZVPD RIJCOSX def2/J DEFGRID3
* xyz 0 1
Sr -0.1228 0.1267 0.6599
C 1.6127 1.6767 -2.6197
O 2.7571 0.7235 -2.8858
O 0.9440 1.0706 -1.5578
C 2.2957 3.0779 -2.4246
F 1.4913 4.1370 -2.3096
F 3.0692 3.0712 -1.2711
F 3.0751 3.3276 -3.4656
C 3.1115 0.3000 -4.2753
C 4.4034 -0.4765 -4.2116
H 5.0837 0.1009 -3.5856
H 4.1095 -1.4428 -3.8017
H 4.8459 -0.6981 -5.1827
H 3.3755 1.1547 -4.8981
H 2.2725 -0.2064 -4.7523
H 1.1565 1.6531 -3.6093
C -3.8855 -1.2389 -0.1126
O -4.7880 -0.5446 0.6880
O -2.5675 -0.5883 -0.0741
C -3.9723 -2.8091 0.1432
F -5.0679 -3.1242 0.9002
F -3.8774 -3.5049 -1.0852
F -2.9451 -3.3770 0.8174
C -5.3211 0.7586 0.2135
C -6.8218 1.0114 0.7822
H -6.8237 0.9341 1.8694
H -6.9250 2.0484 0.4626
H -7.5751 0.3959 0.2903
H -5.2560 1.0335 -0.8393
H -4.6576 1.5061 0.6483
H -4.2856 -1.2415 -1.1265
C 3.0190 3.1821 2.0757
C 1.7596 2.4147 1.8277
C 0.7690 3.3037 0.9225
O -0.4721 2.7055 0.5496
C -1.2611 3.3807 -0.4092
N 2.1087 1.1254 1.4210
H 3.5830 3.4488 1.1819
H 3.7013 2.5629 2.6581
H 2.7595 4.1324 2.5421
H 1.2648 2.2326 2.7817
H 1.2895 3.6319 0.0229
H 0.3041 4.1734 1.3868
H -0.7994 3.3998 -1.3963
H -1.3029 4.3822 0.0191
H -2.2732 2.9781 -0.4509
H 2.5445 1.0698 0.5115
H 2.9574 0.9970 1.9533
C 0.3725 -1.2297 4.1035
C -0.9492 -1.5798 3.3402
C -1.8772 -0.3164 3.2246
O -1.1929 0.8541 2.8149
C -1.9799 2.0740 3.0421
N -0.6554 -2.1164 2.0615
H 0.7956 -0.3055 3.7099
H 0.9976 -2.1099 3.9535
H 0.0980 -1.1430 5.1548
H -1.5679 -2.3013 3.8738
H -2.3315 -0.2040 4.2091
H -2.8013 -0.5315 2.6881
H -2.9481 1.8830 2.5793
H -1.5948 3.0231 2.6694
H -2.1544 2.2874 4.0967
H -1.5262 -2.4079 1.6411
H -0.1534 -2.9616 2.2933
C 2.4518 -3.5961 0.2301
C 2.0897 -2.6444 -0.9898
C 0.7693 -3.0251 -1.7452
O 0.9715 -4.0024 -2.7425
C 1.6865 -3.6737 -3.9486
N 1.8027 -1.4246 -0.2580
H 2.8771 -4.5314 -0.1337
H 1.5915 -3.9379 0.8056
H 3.2441 -3.2600 0.8989
H 2.9252 -2.3515 -1.6255
H 0.3028 -2.1270 -2.1498
H 0.0948 -3.4487 -1.0010
H 1.4538 -4.4576 -4.6694
H 2.7426 -3.7061 -3.6808
H 1.3890 -2.7258 -4.3969
H 1.7083 -0.8733 -1.0991
H 2.7047 -1.1056 0.0657
*
```

Computed properties:
- Relative energy (zero: lowest compared OMol25 entry of this formula, charge and spin): 0.750 eV
- HOMO level: -7.96 eV
- E_tot: -57411.4132 eV
- Lowest unoccupied orbital energy: 0.1 eV
- Kohn-Sham gap: 8.09 eV
- Maximum force: 3.8 eV Å⁻¹